{
  "formula": "B6CuF20H4",
  "method": "ωB97M-V/def2-TZVPD",
  "total_charge": -4,
  "mol_weight_g_mol": 512.41,
  "lumo_ev": [9.677, 9.336],
  "s_squared": 0.751,
  "e_homo_ev": [1.46, 1.59],
  "spin_multiplicity": 2,
  "elements": ["Cu", "B", "H", "H", "H", "H", "B", "F", "F", "F", "F", "B", "F", "F", "F", "F", "B", "F", "F", "F", "F", "B", "F", "F", "F", "F", "B", "F", "F", "F", "F"],
  "coordinates": [[0.02959, 0.19658, 0.06451], [0.06344, 0.36759, 2.38486], [-0.01805, -0.24726, 3.26779], [0.86166, 0.00954, 1.75329], [-0.81638, 0.13627, 1.80464], [0.09868, 1.42375, 2.60284], [0.09188, -0.25173, -2.65995], [0.91386, -1.20248, -2.36469], [-0.16081, -0.12334, -3.96306], [-1.00435, -0.45056, -1.90999], [0.55188, 0.97936, -2.13784], [3.75622, -0.65304, 0.32071], [4.47736, 0.40412, 0.86771], [2.77502, -0.20525, -0.49385], [4.63759, -1.32372, -0.50601], [3.11614, -1.40592, 1.28650], [0.39636, 3.03975, -0.15025], [0.03580, 3.77719, 0.93230], [0.82348, 3.92130, -1.09070], [1.38894, 2.20133, 0.23269], [-0.65392, 2.29822, -0.50681], [-3.81849, 0.19069, -0.21610], [-4.77058, 0.94907, 0.28502], [-4.13628, -0.98923, 0.14301], [-3.95100, 0.31980, -1.58260], [-2.49548, 0.55209, 0.04669], [-0.46118, -2.80229, 0.29001], [-1.54607, -2.09727, 0.13267], [-0.49747, -3.90878, -0.47829], [0.58529, -1.97146, 0.02501], [-0.27328, -3.13442, 1.61989]],
  "atomic_forces_ev_per_a": [[-0.04, -0.44, 0.34], [-0.42, 0.81, -0.19], [-0.02, -2.68, 3.08], [4.29, -1.26, -2.26], [-4.31, -0.62, -1.88], [0.35, 3.89, 0.63], [-0.27, 2.42, 0.84], [3.55, -3.37, -0.15], [-0.63, 0.20, -3.21], [-3.19, -0.53, 1.61], [1.28, 0.87, -0.04], [-0.88, 0.36, -0.03], [0.75, 0.86, 0.95], [-1.59, 1.27, -1.26], [1.57, -1.67, -0.47], [0.83, -0.90, 1.00], [0.74, 0.79, 0.95], [-0.82, 1.91, 2.32], [0.64, 1.30, -2.13], [1.88, -1.60, 0.29], [-2.52, -1.64, -0.94], [2.90, 1.94, -2.68], [-2.97, 4.25, 2.64], [-0.71, -6.58, 1.91], [-0.29, 0.12, -2.89], [0.22, 0.39, 1.06], [0.91, -0.23, 1.61], [-3.77, 1.80, -0.31], [0.36, -2.39, -1.55], [2.32, 2.02, -1.07], [-0.14, -1.29, 1.85]]
}